This record from OMol25 describes a single C15H20O3 molecule. The level of theory is the ωB97M-V functional and the def2-TZVPD basis.

Each atom is followed by the atoms it is bonded to, with distances in Å.
Element x y z (Å)
1 C -5.828 0.144 0.191  C2 1.524, H19 1.087, H20 1.089, H21 1.087
2 C -5.088 1.304 -0.463  C1 1.524, C3 1.528, H22 1.091, H23 1.092
3 C -3.661 0.918 -0.850  C2 1.528, C4 1.516, H24 1.092, H25 1.094
4 C -2.750 0.783 0.355  C3 1.516, O5 1.211, C6 1.486
5 O -3.073 1.166 1.458  C4 1.211
6 C -1.422 0.159 0.119  C4 1.486, C7 1.394, C18 1.394
7 C -0.678 -0.225 1.234  C6 1.394, C8 1.381, H26 1.080
8 C 0.565 -0.812 1.096  C7 1.381, C9 1.390, H27 1.079
9 C 1.109 -1.027 -0.165  C8 1.390, C10 1.509, C17 1.393
10 C 2.480 -1.620 -0.382  C9 1.509, C11 1.527, C12 1.540, H28 1.097
11 C 2.951 -2.525 0.755  C10 1.527, H29 1.088, H30 1.088, H31 1.086
12 C 3.489 -0.492 -0.667  C10 1.540, C13 1.526, H32 1.092, H33 1.092
13 C 3.641 0.502 0.481  C12 1.526, C14 1.507, H34 1.094, H35 1.090
14 C 4.342 1.759 0.035  C13 1.507, O15 1.201, O16 1.341
15 O 4.451 2.146 -1.097  C14 1.201
16 O 4.836 2.441 1.078  C14 1.341, H36 0.970
17 C 0.367 -0.635 -1.277  C9 1.393, C18 1.380, H37 1.081
18 C -0.878 -0.055 -1.146  C6 1.394, C17 1.380, H38 1.079
19 H -5.316 -0.163 1.099  C1 1.087
20 H -5.881 -0.709 -0.485  C1 1.089
21 H -6.841 0.439 0.452  C1 1.087
22 H -5.048 2.143 0.233  C2 1.091
23 H -5.627 1.626 -1.357  C2 1.092
24 H -3.662 -0.022 -1.405  C3 1.092
25 H -3.230 1.690 -1.494  C3 1.094
26 H -1.100 -0.054 2.213  C7 1.080
27 H 1.106 -1.103 1.982  C8 1.079
28 H 2.429 -2.231 -1.291  C10 1.097
29 H 2.213 -3.299 0.950  C11 1.088
30 H 3.886 -3.006 0.475  C11 1.088
31 H 3.119 -1.969 1.672  C11 1.086
32 H 4.462 -0.934 -0.893  C12 1.092
33 H 3.166 0.062 -1.550  C12 1.092
34 H 2.655 0.805 0.845  C13 1.094
35 H 4.194 0.086 1.323  C13 1.090
36 H 5.260 3.261 0.777  O16 0.970
37 H 0.777 -0.792 -2.265  C17 1.081
38 H -1.414 0.242 -2.034  C18 1.079

Properties
Kohn-Sham gap: 9.73 eV
LUMO energy: 0.37 eV
Strongest force on any atom: 0.653 eV/A
Molar mass: 248.3 g mol⁻¹

Now the Mulliken charges, all in e: -1.17 -0.55 -0.87 0.68 -0.63 0.54 -1.09 0.03 0.30 0.43 -1.85 -0.80 -0.17 0.36 -0.57 -0.44 -1.01 -0.54 0.31 0.30 0.34 0.30 0.36 0.41 0.46 0.46 0.32 0.49 0.43 0.42 0.34 0.45 0.36 0.17 0.28 0.35 0.42 0.36